1.
Density functional theory data (ωB97M-V/def2-TZVPD) for C59H61FeN5O8S as an isolated structure at a distorted geometry.

Geometry as XYZ:
```
135
Properties=species:S:1:pos:R:3:mulliken_charge:R:1
Fe -0.034 -0.298 -0.216 1.009
C -4.600 4.566 -0.022 -1.756
C -3.098 4.854 -0.074 1.296
C -2.844 6.357 -0.143 -1.986
O -2.521 4.245 -1.196 -0.255
C -1.974 2.981 -0.792 -0.562
C -1.616 3.218 0.684 -1.629
O -2.447 4.327 1.067 -0.466
C -1.775 2.022 1.673 3.755
O -0.797 1.094 1.412 0.673
C -1.496 2.500 3.112 -1.672
C -1.940 1.721 4.184 0.067
C -1.564 2.001 5.487 -0.915
C -0.716 3.068 5.759 -0.497
C -0.241 3.829 4.701 -0.847
C -0.628 3.550 3.398 -0.295
C -3.206 1.461 1.582 -0.591
C -4.274 2.059 2.249 0.102
C -5.553 1.527 2.162 -1.062
C -5.785 0.390 1.401 -0.674
C -4.730 -0.203 0.722 -1.066
C -3.452 0.328 0.813 -0.115
C -0.806 2.500 -1.706 1.756
O -0.572 1.209 -1.388 0.249
C 0.481 3.346 -1.551 0.234
C 0.497 4.736 -1.456 0.182
C 1.697 5.425 -1.330 -1.084
C 2.902 4.738 -1.308 -0.773
C 2.898 3.354 -1.404 -0.837
C 1.699 2.666 -1.519 -1.143
C -1.246 2.604 -3.193 -0.286
C -1.530 3.799 -3.848 0.065
C -1.871 3.805 -5.193 -1.156
C -1.931 2.619 -5.911 -0.575
C -1.658 1.423 -5.264 -0.789
C -1.319 1.418 -3.919 -0.327
H -5.084 4.991 -0.903 0.425
H -5.023 5.003 0.883 0.368
H -4.768 3.492 -0.001 0.292
H -3.205 6.748 -1.095 0.348
H -1.774 6.543 -0.054 0.420
H -3.358 6.853 0.681 0.442
H -2.734 2.200 -0.878 1.203
H -0.567 3.522 0.737 1.489
H -2.570 0.863 3.984 0.393
H -1.927 1.380 6.299 0.376
H -0.426 3.295 6.779 0.369
H 0.447 4.644 4.894 0.391
H -0.237 4.163 2.596 0.256
H -4.099 2.950 2.840 0.483
H -6.375 2.002 2.688 0.380
H -6.783 -0.029 1.336 0.369
H -4.892 -1.090 0.119 0.488
H -2.628 -0.134 0.294 0.328
H -0.430 5.292 -1.454 0.129
H 1.691 6.506 -1.246 0.406
H 3.837 5.280 -1.213 0.378
H 3.830 2.799 -1.387 0.682
H 1.683 1.586 -1.573 0.938
H -1.493 4.738 -3.316 0.297
H -2.084 4.746 -5.690 0.374
H -2.186 2.632 -6.965 0.390
H -1.703 0.488 -5.811 0.415
H -1.094 0.502 -3.389 -0.061
C -0.502 -4.941 3.794 -0.622
C -1.848 -4.343 3.379 -0.943
N -2.119 -4.430 1.957 0.553
C -2.853 -5.584 1.462 -0.672
C -1.962 -6.646 0.812 -1.015
C -1.654 -3.478 1.069 -0.329
S -0.688 -2.205 1.643 -0.017
N -2.003 -3.732 -0.203 -0.107
C -1.807 -2.843 -1.176 -1.050
O -1.472 -1.657 -1.044 0.478
C -2.017 -3.356 -2.569 0.458
C -1.433 -2.659 -3.625 -0.063
C -1.645 -3.068 -4.931 -0.951
C -2.453 -4.166 -5.197 -0.489
C -3.030 -4.867 -4.147 -0.728
C -2.804 -4.471 -2.838 -0.330
H -0.363 -4.832 4.872 0.447
H 0.297 -4.409 3.279 -0.049
H -0.445 -6.002 3.538 0.239
H -1.853 -3.287 3.648 0.304
H -2.660 -4.851 3.907 0.512
H -3.580 -5.240 0.727 0.346
H -3.396 -6.021 2.304 0.434
H -1.482 -6.208 -0.062 0.150
H -2.559 -7.509 0.506 0.421
H -1.190 -6.981 1.507 0.285
H -0.816 -1.798 -3.394 0.333
H -1.179 -2.519 -5.741 0.416
H -2.637 -4.466 -6.223 0.362
H -3.666 -5.722 -4.350 0.396
H -3.251 -5.006 -2.010 0.382
N 1.120 0.361 3.263 -0.210
C 1.790 -0.589 2.605 -0.277
N 2.678 -1.360 3.359 -0.476
O 1.698 -0.806 1.390 0.447
H 1.033 0.303 4.263 0.243
H 0.344 0.821 2.687 -0.256
H 3.120 -0.878 4.123 0.233
H 3.309 -1.900 2.787 0.299
C 7.935 1.211 -1.643 -1.825
C 6.770 0.611 -0.891 1.354
C 5.977 1.448 -0.108 -1.157
C 4.876 0.941 0.562 -0.658
C 4.574 -0.406 0.495 0.355
C 5.370 -1.264 -0.266 -0.237
N 5.153 -2.635 -0.261 0.017
C 3.902 -3.204 0.140 -0.870
C 3.934 -4.185 1.126 -0.575
C 2.769 -4.823 1.527 -0.795
C 1.559 -4.469 0.949 -0.611
C 1.528 -3.480 -0.019 -0.132
C 2.688 -2.844 -0.443 0.853
C 2.602 -1.822 -1.584 -0.215
O 3.504 -1.869 -2.434 -0.847
O 1.625 -1.026 -1.549 -0.859
C 6.463 -0.745 -0.985 1.368
C 7.233 -1.684 -1.879 -1.909
H 8.121 2.226 -1.292 0.396
H 7.725 1.260 -2.714 0.344
H 8.851 0.634 -1.505 0.396
H 6.213 2.505 -0.048 0.191
H 4.233 1.601 1.132 0.490
H 3.680 -0.787 0.971 -0.870
H 5.508 -3.090 -1.087 0.335
H 4.887 -4.447 1.571 0.367
H 2.809 -5.591 2.292 0.378
H 0.638 -4.948 1.262 0.802
H 0.594 -3.187 -0.479 0.812
H 6.545 -2.133 -2.603 0.331
H 7.700 -2.487 -1.298 0.362
H 8.012 -1.170 -2.436 0.455
```

Values from the calculation:
**LUMO (alpha / beta)**: 4.2 / 4.2 eV
**Highest occupied orbital energy (alpha / beta)**: -2.86 / -2.47 eV
**Charge**: -2
**HOMO-LUMO gap (alpha / beta)**: 7.07 / 6.68 eV
**Multiplicity**: 5

=====

2.
Density functional theory data (ωB97M-V/def2-TZVPD) for a 8-piece molecular cluster, C11H36ClN6O11 overall at a distorted geometry.

Geometry as XYZ:
```
65
Properties=species:S:1:pos:R:3:mulliken_charge:R:1
Cl 0.315 0.745 -0.378 1.644
O -0.534 -0.357 -0.017 -0.525
O -0.437 1.935 -0.206 -0.669
O 1.410 0.745 0.637 -0.676
O 1.049 0.631 -1.675 -0.622
C 2.258 -3.729 1.763 -1.263
C 2.100 -2.195 1.843 0.618
O 2.224 -1.717 3.167 -0.588
H 2.098 -4.049 0.733 0.161
H 1.431 -4.259 2.234 0.330
H 3.188 -4.144 2.153 0.368
H 1.137 -1.964 1.389 -0.179
H 2.838 -1.649 1.257 0.247
H 2.553 -0.816 3.124 0.325
C 1.730 -3.262 -1.843 -0.968
C 0.333 -3.716 -1.274 -0.186
O -0.630 -2.854 -1.812 -0.507
H 2.581 -3.845 -1.491 0.428
H 2.112 -2.259 -1.654 0.134
H 1.652 -3.374 -2.925 0.355
H 0.188 -3.466 -0.223 0.154
H 0.080 -4.761 -1.451 0.328
H -0.453 -2.000 -1.413 0.232
C -1.398 -0.321 5.104 -1.267
C -0.654 -0.247 3.764 0.142
O -1.355 0.602 2.893 -0.705
H -0.685 -0.611 5.875 0.373
H -2.117 -1.134 5.199 0.340
H -1.806 0.644 5.406 0.259
H -0.390 -1.213 3.332 0.335
H 0.360 0.146 3.841 0.161
H -0.895 0.524 2.054 0.324
C -1.625 0.904 -6.074 -1.156
C -1.842 1.280 -4.582 0.125
O -0.773 2.066 -4.111 -0.567
H -1.829 1.748 -6.733 0.277
H -2.210 0.051 -6.416 0.353
H -0.587 0.580 -6.152 0.309
H -1.945 0.346 -4.029 0.148
H -2.768 1.844 -4.473 0.209
H -0.496 1.894 -3.208 0.291
C 4.595 2.633 -1.142 0.557
O 5.384 3.496 -1.446 -0.700
N 3.764 2.765 -0.190 -0.240
N 4.327 1.518 -1.873 -0.281
H 3.955 3.488 0.489 0.167
H 3.112 2.003 -0.073 0.153
H 4.791 1.323 -2.748 0.198
H 3.658 0.842 -1.533 0.127
C -0.103 4.044 3.789 0.624
O -0.180 5.230 4.141 -0.226
N -0.884 3.107 4.339 -0.263
N 0.657 3.618 2.805 -0.185
H -0.724 2.181 3.970 0.311
H -1.506 3.370 5.090 0.216
H 1.290 4.289 2.394 0.231
H 0.497 2.727 2.356 0.225
C -4.908 -1.212 -1.833 0.622
O -5.027 -2.356 -2.016 -0.608
N -3.768 -0.525 -1.643 -0.210
N -5.912 -0.382 -1.772 -0.427
H -3.670 0.469 -1.497 0.132
H -2.959 -1.118 -1.527 0.071
H -5.848 0.619 -1.651 0.172
H -6.749 -0.873 -2.054 0.239
```

Values from the calculation:
**LUMO (alpha / beta)**: -0.9 / -6.9 eV
**Highest occupied orbital energy (alpha / beta)**: -9.44 / -9.44 eV
**Charge**: 0
**HOMO-LUMO gap (alpha / beta)**: 8.54 / 2.49 eV
**Multiplicity**: 2

=====

3.
Density functional theory data (ωB97M-V/def2-TZVPD) for C7H13F4NNbO4S3 as an isolated structure at a distorted geometry.

Geometry as XYZ:
```
33
Properties=species:S:1:pos:R:3:mulliken_charge:R:1
C -1.156 -0.657 -3.562 -1.088
C 0.323 -0.405 -3.845 -0.302
S 1.387 -0.048 -2.398 -0.083
C 0.493 -0.686 -0.951 -0.301
Nb 0.807 0.273 1.063 -0.064
S 2.111 2.123 0.075 -0.244
C -1.043 1.466 1.031 -0.761
C -2.314 0.727 0.537 -0.512
O -3.278 0.619 1.596 -0.628
O 1.305 0.870 3.002 -0.697
C 1.167 2.112 3.237 0.699
N 0.862 3.188 3.543 -0.602
C -0.321 -1.495 2.021 0.696
F -1.305 -1.054 2.880 -0.275
F 0.515 -2.234 2.802 -0.289
F -0.955 -2.384 1.198 -0.262
S 3.066 -1.097 1.096 0.974
O 4.007 -0.478 0.189 -0.585
O 2.819 -2.502 0.854 -0.562
F 3.784 -1.037 2.544 -0.290
H -1.325 -1.680 -3.223 0.317
H -1.731 -0.511 -4.479 0.367
H -1.546 0.030 -2.810 0.239
H 0.742 -1.247 -4.399 0.293
H 0.404 0.480 -4.478 0.306
H 0.848 -1.716 -0.800 0.617
H -0.574 -0.758 -1.160 -0.041
H 1.251 3.140 0.236 0.133
H -0.858 2.324 0.378 0.573
H -1.291 1.887 2.011 0.489
H -2.790 1.326 -0.242 0.275
H -2.108 -0.277 0.167 0.288
H -3.293 -0.297 1.888 0.321
```

Values from the calculation:
**LUMO**: 0.4 eV
**Energy above the lowest of the compared OMol25 structures with the same formula, charge and spin**: 0.0 kJ/mol
**Highest occupied orbital energy**: -5.57 eV
**Charge**: -1
**HOMO-LUMO gap**: 6.00 eV

=====

4.
Density functional theory data (ωB97M-V/def2-TZVPD) for one molecule with the formula C4H6N2O2 at a distorted geometry.

Geometry as XYZ:
```
14
Properties=species:S:1:pos:R:3:mulliken_charge:R:1
O 2.259 2.716 0.866 -0.438
C 1.805 1.646 0.876 0.394
O 1.613 0.864 2.070 -0.525
C 1.261 0.823 -0.467 -0.059
N 0.422 -0.106 0.167 -0.171
N -0.241 -1.027 -0.438 -0.311
C -1.427 -1.412 0.263 -0.362
C -1.472 -0.663 -1.106 -0.479
H 1.559 -0.143 1.423 0.484
H 1.222 1.363 -1.427 0.373
H -2.035 -0.726 0.933 0.310
H -1.457 -2.627 0.098 0.272
H -1.747 -1.122 -2.028 0.229
H -1.761 0.413 -1.231 0.281
```

Values from the calculation:
**LUMO**: -0.4 eV
**Energy above the lowest of the compared OMol25 structures with the same formula, charge and spin**: 622.6 kJ/mol
**SMILES**: O=C(O)/C=N/N1CC1
**Highest occupied orbital energy**: -9.71 eV
**Charge**: 0
**HOMO-LUMO gap**: 9.28 eV